C23H20F3N5O2 | wB97M-V/def2-TZVPD

CARTESIAN COORDINATES (ANGSTROEM)
O (3.1181, 2.6274, 1.5154)
C (1.9813, 2.5469, 1.0979)
N (1.0619, 1.6339, 1.5846)
C (1.2411, 0.6981, 2.5777)
C (2.3349, 0.6575, 3.4561)
C (2.3220, -0.3431, 4.4000)
C (1.2363, -1.2238, 4.3995)
N (0.2468, -1.1259, 3.5387)
N (0.2443, -0.1832, 2.6466)
N (1.4989, 3.3905, 0.1376)
C (0.2155, 3.2537, -0.5149)
C (0.3269, 2.1900, -1.6179)
C (1.6601, 2.3340, -2.3046)
C (2.3466, 1.3482, -2.8892)
C (2.0079, -0.0643, -2.9957)
C (3.0540, -0.9868, -3.1020)
C (2.8084, -2.3441, -3.1433)
C (1.5123, -2.8263, -3.0574)
C (0.4707, -1.9186, -2.9692)
O (-0.8362, -2.3986, -2.9094)
C (-1.5631, -2.0703, -1.8344)
C (-2.9114, -2.4581, -1.8146)
C (-3.6614, -2.1371, -0.7076)
C (-3.0462, -1.4600, 0.3474)
C (-3.8155, -1.0891, 1.5782)
F (-3.4319, 0.0956, 2.0819)
F (-5.1377, -0.9841, 1.3437)
F (-3.6868, -1.9876, 2.5678)
C (-1.6987, -1.1419, 0.2444)
N (-0.9850, -1.4245, -0.8302)
C (0.7042, -0.5536, -2.9734)
C (2.2379, 3.7176, -2.1897)
C (2.4683, 4.0697, -0.7044)
H (0.1904, 1.4945, 1.0951)
H (3.1309, 1.3776, 3.3695)
H (3.1213, -0.4477, 5.1177)
H (1.1561, -2.0345, 5.1084)
H (-0.5756, 3.0201, 0.1993)
H (-0.0247, 4.2305, -0.9440)
H (-0.4897, 2.3224, -2.3333)
H (0.2441, 1.1897, -1.1868)
H (3.3239, 1.5941, -3.2871)
H (4.0717, -0.6266, -3.1383)
H (3.6311, -3.0382, -3.2259)
H (1.3034, -3.8842, -3.0600)
H (-3.3249, -2.9891, -2.6555)
H (-4.7069, -2.4002, -0.6509)
H (-1.1642, -0.6639, 1.0589)
H (-0.1429, 0.1100, -2.9856)
H (1.5403, 4.4325, -2.6341)
H (3.1810, 3.7935, -2.7289)
H (3.4586, 3.7470, -0.3780)
H (2.3899, 5.1520, -0.5540)

The lowest unoccupied orbital energy comes out at 0.5546 eV. Its HOMO-LUMO gap is 9.1264 eV. As for the SMILES: O=C(Nc1cccnn1)N1CCC(=Cc2cccc(Oc3ccc(C(F)(F)F)cn3)c2)CC1. The relative energy (zero: lowest compared OMol25 entry of this formula, charge and spin) is 0.00 kcal/mol. For the energy, the calculation gives -43873.9436 eV.

Mulliken atomic charge list, values in e, 8 entries: O -0.7037; C 0.6676; N 0.1196; C 0.5098; C -0.4066; C -0.4668; C -0.2736; N -1.1310


C18H54O9S9Y | wB97M-V/def2-TZVPD

CARTESIAN COORDINATES (ANGSTROEM)
Y (0.0343, -0.2323, 0.2285)
C (-6.5792, 3.0718, -0.3614)
S (-5.6484, 2.0570, 0.8488)
O (-4.2556, 1.9693, 0.2120)
C (-5.6052, 3.2832, 2.2307)
H (-6.5782, 2.5473, -1.3169)
H (-6.1640, 4.0458, -0.6202)
H (-7.5586, 3.2368, 0.0877)
H (-5.4478, 4.3148, 1.9158)
H (-4.8015, 3.0143, 2.9162)
H (-6.6031, 3.2814, 2.6691)
C (0.5847, 3.9677, 6.0479)
S (1.3353, 2.4167, 5.4303)
O (0.6531, 1.9317, 4.1541)
C (2.8880, 3.1980, 4.8943)
H (0.4115, 4.6471, 5.2133)
H (1.2624, 4.3956, 6.7866)
H (-0.3549, 3.8079, 6.5768)
H (2.5917, 3.9071, 4.1214)
H (3.4869, 2.4190, 4.4225)
H (3.4108, 3.5740, 5.7738)
C (-1.2544, 6.6180, -1.6880)
S (-0.2703, 6.1452, -0.1605)
O (0.1464, 4.6746, -0.2723)
C (1.2370, 7.1104, -0.4062)
H (-1.9287, 5.7719, -1.8206)
H (-0.6702, 6.7444, -2.5995)
H (-1.8173, 7.5508, -1.6539)
H (1.8842, 6.9910, 0.4627)
H (1.0366, 8.1762, -0.5158)
H (1.7295, 6.6832, -1.2797)
C (-4.9082, -4.8209, 3.3893)
S (-3.7582, -3.5739, 4.0369)
O (-3.3112, -2.6732, 2.8811)
C (-4.9816, -2.6840, 5.0441)
H (-5.4195, -5.3880, 4.1672)
H (-4.3251, -5.5391, 2.8130)
H (-5.6878, -4.3723, 2.7736)
H (-5.1592, -3.2673, 5.9476)
H (-5.9303, -2.3507, 4.6236)
H (-4.6581, -1.7146, 5.4233)
C (3.4986, -3.5606, 6.0729)
S (3.4244, -4.1036, 4.3064)
O (2.6312, -3.0669, 3.4862)
C (5.1843, -4.1109, 3.8596)
H (4.1669, -4.2548, 6.5825)
H (2.5324, -3.6079, 6.5752)
H (3.9045, -2.5587, 6.2128)
H (5.6035, -3.1293, 3.6387)
H (5.1402, -4.7562, 2.9823)
H (5.7693, -4.5865, 4.6468)
C (6.3004, 1.1374, -2.2478)
S (5.4036, 2.2147, -1.0524)
O (4.5189, 1.2706, -0.2235)
C (6.8759, 2.6983, -0.0169)
H (5.6473, 0.6409, -2.9655)
H (6.8759, 0.3519, -1.7581)
H (6.9526, 1.7562, -2.8641)
H (7.6548, 1.9713, 0.2131)
H (6.5470, 3.3649, 0.7804)
H (7.3570, 3.3722, -0.7257)
C (-5.0746, -2.2286, -4.3368)
S (-3.7565, -3.3618, -3.7316)
O (-3.0656, -2.7941, -2.4523)
C (-4.8430, -4.7057, -3.1679)
H (-4.7104, -1.2387, -4.6119)
H (-5.6846, -2.1423, -3.4376)
H (-5.6731, -2.6981, -5.1175)
H (-5.4450, -5.2251, -3.9134)
H (-5.6803, -4.3832, -2.5491)
H (-4.3192, -5.5141, -2.6578)
C (0.5823, 0.6237, -7.1002)
S (0.2622, 1.8102, -5.7020)
O (0.7886, 1.2818, -4.3923)
C (1.5749, 3.0463, -6.1885)
H (0.6754, 1.1948, -8.0239)
H (-0.2037, -0.1205, -7.2286)
H (1.5700, 0.1674, -7.0332)
H (2.5278, 2.5245, -6.1000)
H (1.4092, 3.8163, -5.4349)
H (1.4193, 3.5443, -7.1455)
C (2.7504, -5.5010, -4.3641)
S (2.8343, -5.2943, -2.4902)
O (1.9732, -4.0616, -2.0694)
C (1.8798, -6.7747, -1.9447)
H (3.1827, -6.4792, -4.5745)
H (3.3032, -4.8042, -4.9942)
H (1.6922, -5.4267, -4.6145)
H (2.3853, -7.7201, -2.1417)
H (0.9481, -6.7952, -2.5101)
H (1.6927, -6.7195, -0.8723)

The lowest unoccupied orbital energy comes out at -11.9468 eV. Its HOMO-LUMO gap is 2.3139 eV. Its net charge is +3. The relative energy (zero: lowest compared OMol25 entry of this formula, charge and spin) is 443.35 kcal/mol. For the energy, the calculation gives -136487.8991 eV.

Mulliken atomic charge list, values in e, 8 entries: Y 2.2283; C -0.9429; S 0.5317; O -0.6075; C -0.8928; H 0.3239; H 0.3202; H 0.3752


C40H80O20S4 | wB97M-V/def2-TZVPD

CARTESIAN COORDINATES (ANGSTROEM)
O (-4.7390, -4.4351, 1.2692)
S (-3.5907, -5.3176, 1.3140)
O (-3.6724, -6.7214, 1.5831)
C (-2.6759, -5.0264, -0.2212)
C (-1.7067, -3.9111, 0.1941)
C (-1.1502, -4.2946, 1.6145)
C (-2.3813, -4.5198, 2.4106)
H (-3.3496, -4.6982, -1.0032)
H (-2.0666, -5.9236, -0.4644)
H (-0.9203, -3.9860, -0.5186)
H (-2.1936, -2.9233, 0.1547)
H (-0.5366, -3.6222, 2.0944)
H (-0.6647, -5.2681, 1.5374)
H (-2.8219, -3.6591, 3.0002)
H (-2.1635, -5.2794, 3.1218)
O (-0.6497, -4.8094, -3.0646)
S (-0.6149, -4.2207, -4.3919)
O (0.5434, -4.4563, -5.2379)
C (-2.1233, -4.6527, -5.2130)
C (-3.0670, -3.4989, -4.9744)
C (-2.2586, -2.2143, -5.0813)
C (-0.9866, -2.4548, -4.2676)
H (-2.4303, -5.5921, -4.8231)
H (-1.7953, -4.7987, -6.2501)
H (-3.9146, -3.5656, -5.6189)
H (-3.4152, -3.5555, -3.9635)
H (-2.8086, -1.4064, -4.6063)
H (-2.1467, -1.9775, -6.1544)
H (-1.1667, -2.2488, -3.2075)
H (-0.1569, -1.8115, -4.4994)
O (-1.1764, 5.0168, -3.7044)
S (-0.4214, 3.9466, -3.0876)
O (-0.8276, 3.4188, -1.7874)
C (0.0340, 2.6985, -4.3570)
C (1.2320, 3.2895, -5.0916)
C (2.1462, 3.8233, -3.9744)
C (1.2840, 4.5239, -2.8721)
H (-0.8238, 2.4040, -4.9594)
H (0.3509, 1.8431, -3.7059)
H (1.7371, 2.4736, -5.6385)
H (0.9357, 4.0454, -5.8018)
H (2.8585, 4.5388, -4.3885)
H (2.6786, 3.0138, -3.5721)
H (1.2235, 5.5523, -3.0161)
H (1.5978, 4.3323, -1.8582)
O (2.1117, 1.7602, -1.7270)
S (1.2770, 0.7008, -1.2431)
O (0.2948, 0.2277, -2.2165)
C (2.0554, -0.7725, -0.7079)
C (1.0840, -1.3891, 0.2641)
C (0.4492, -0.2314, 1.1440)
C (0.5472, 1.0772, 0.3515)
H (3.0707, -0.5386, -0.3034)
H (2.1434, -1.3768, -1.5965)
H (0.3128, -1.9513, -0.3516)
H (1.7019, -2.0354, 0.8792)
H (1.0055, -0.1396, 2.0806)
H (-0.5948, -0.3535, 1.2673)
H (1.2364, 1.7580, 0.8163)
H (-0.4463, 1.5116, 0.2050)
C (3.5967, -4.2629, 6.6275)
C (2.7147, -5.1522, 5.7458)
O (1.2788, -5.0971, 6.2621)
C (0.3638, -4.7077, 5.3832)
C (-0.9703, -4.6474, 6.0493)
O (0.6302, -4.4435, 4.2462)
H (3.4449, -3.2110, 6.3449)
H (4.6574, -4.5866, 6.5516)
H (3.2880, -4.4480, 7.6387)
H (2.6499, -4.8270, 4.7627)
H (3.0411, -6.2025, 5.7944)
H (-1.1493, -5.6638, 6.4967)
H (-1.7321, -4.4341, 5.3591)
H (-0.8497, -4.1246, 6.9664)
C (-4.0783, 0.3436, -2.4996)
C (-3.4303, 0.4205, -1.1301)
O (-4.2988, -0.2311, -0.1792)
C (-3.9702, -0.2322, 1.1361)
C (-5.0217, -0.8371, 2.0289)
O (-2.9311, 0.2722, 1.4823)
H (-3.3810, 0.5308, -3.3118)
H (-4.8886, 1.0469, -2.7291)
H (-4.4884, -0.6514, -2.7066)
H (-2.3915, 0.0500, -1.0390)
H (-3.4073, 1.4952, -0.8089)
H (-5.9414, -0.3858, 1.7593)
H (-4.6973, -0.7694, 3.0350)
H (-5.0949, -1.9039, 1.7510)
C (2.8654, -5.1849, -1.6912)
C (2.5725, -3.8720, -2.4346)
O (3.2341, -3.9660, -3.6783)
C (3.2390, -2.8966, -4.4784)
C (3.8732, -3.1180, -5.8220)
O (2.7198, -1.8447, -4.1517)
H (2.3880, -5.2565, -0.6360)
H (3.9796, -5.2832, -1.5732)
H (2.6246, -6.0756, -2.1829)
H (1.5586, -3.6837, -2.7108)
H (2.9643, -3.0510, -1.8409)
H (4.7260, -3.8140, -5.8118)
H (4.1121, -2.0612, -6.0836)
H (3.2038, -3.6392, -6.4918)
C (0.1944, 6.5159, 2.6997)
C (0.4449, 5.8019, 4.0130)
O (-0.2396, 4.5708, 4.0462)
C (0.2429, 3.5189, 3.2813)
C (-0.7272, 2.2973, 3.3911)
O (1.2655, 3.5994, 2.6648)
H (-0.9086, 6.5118, 2.5255)
H (0.5723, 5.8782, 1.8567)
H (0.7147, 7.5083, 2.7931)
H (1.4824, 5.5727, 4.0907)
H (0.0158, 6.4074, 4.8036)
H (-1.4481, 2.5574, 2.5452)
H (-1.0440, 2.4290, 4.4107)
H (-0.2117, 1.4138, 3.1712)
C (-2.5725, 4.5155, 0.9240)
C (-3.0389, 5.9023, 0.5250)
O (-1.9987, 6.4520, -0.3514)
C (-2.2028, 7.6570, -0.9344)
C (-0.9623, 8.1864, -1.6523)
O (-3.2367, 8.2539, -0.8197)
H (-2.4709, 3.8063, 0.1057)
H (-3.2983, 4.1669, 1.6030)
H (-1.6122, 4.6055, 1.4504)
H (-3.9958, 5.9261, 0.0318)
H (-3.1529, 6.6572, 1.3179)
H (-0.0296, 7.9526, -1.1018)
H (-1.0362, 9.2652, -1.7150)
H (-0.9160, 7.8052, -2.6997)
C (3.5065, 3.0880, 5.0203)
C (3.6772, 1.9771, 4.0147)
O (4.3649, 2.4544, 2.8041)
C (4.2312, 1.6582, 1.6613)
C (4.6872, 2.3371, 0.4023)
O (3.6858, 0.5594, 1.6856)
H (4.4679, 3.5493, 5.2145)
H (2.9880, 2.6479, 5.8889)
H (2.8733, 3.8485, 4.6306)
H (4.2182, 1.1033, 4.4087)
H (2.6954, 1.5774, 3.7154)
H (5.2241, 3.2729, 0.6154)
H (3.7904, 2.5930, -0.1410)
H (5.3015, 1.6860, -0.1063)

The lowest unoccupied orbital energy comes out at 0.3430 eV. Its HOMO-LUMO gap is 10.1625 eV. As for the SMILES: O=S1(=O)CCCC1.O=S1(=O)CCCC1.O=S1(=O)CCCC1.O=S1(=O)CCCC1.CCOC(C)=O.CCOC(C)=O.CCOC(C)=O.CCOC(C)=O.CCOC(C)=O.CCOC(C)=O. The relative energy (zero: lowest compared OMol25 entry of this formula, charge and spin) is 0.00 kcal/mol. For the energy, the calculation gives -127067.3508 eV.

Mulliken atomic charge list, values in e, 8 entries: O -0.6592; S 1.1971; O -0.7083; C -0.8785; C 0.6462; C -0.7844; C -0.6905; H 0.4161